Formula: C48H120F2N9O20S2Sn
Source: OMol25
Level of theory: ωB97M-V/def2-TZVPD

Structure (XYZ):
```
202
Properties=species:S:1:pos:R:3:forces:R:3:lowdin_charge:R:1
Sn -32.899 -35.439 12.287 1.38 1.45 0.51 1.652
S -32.998 -32.807 15.190 -3.22 2.63 -2.92 0.552
S -30.759 -33.757 15.258 7.82 0.92 4.76 0.430
F -30.179 -35.225 15.348 0.21 -0.45 -1.06 -0.178
F -33.462 -32.572 13.651 -0.48 0.21 -0.73 -0.267
O -29.301 -39.074 19.575 0.76 0.09 -0.01 -0.194
O -38.221 -34.564 15.600 0.51 -1.14 -1.73 -0.209
O -34.272 -33.101 15.754 0.98 -1.04 0.83 -0.233
O -29.702 -35.266 11.273 -1.83 -0.44 -1.07 -0.257
O -34.675 -33.719 10.675 -0.18 -1.26 -0.52 -0.339
O -28.595 -31.172 7.247 -0.30 -0.99 1.58 -0.233
O -39.211 -38.858 15.488 0.02 -0.32 0.04 -0.178
O -30.723 -33.447 16.700 -0.80 0.06 -3.14 -0.260
O -26.388 -32.552 11.692 -0.52 0.59 0.62 -0.212
O -25.769 -26.315 17.906 0.31 -1.07 -0.37 -0.198
O -29.916 -33.010 14.341 -0.67 -1.26 1.04 -0.273
O -30.924 -37.946 12.241 -0.85 -0.14 -0.35 -0.295
O -27.272 -33.210 17.152 0.54 -0.48 0.94 -0.207
O -28.370 -27.981 15.245 0.90 0.37 -0.85 -0.207
O -30.994 -35.319 20.669 0.22 -0.08 0.43 -0.213
O -37.658 -32.786 12.706 -0.65 1.49 -0.39 -0.177
O -43.152 -32.353 10.704 0.07 0.41 -0.17 -0.217
O -32.727 -39.034 17.359 1.32 -0.30 0.65 -0.196
O -32.380 -31.544 15.460 0.35 -1.47 0.43 -0.219
O -31.741 -30.445 11.442 0.87 0.90 0.57 -0.258
N -36.825 -36.989 15.671 -0.08 0.97 0.37 -0.042
N -32.684 -37.413 14.557 0.94 -0.43 0.23 -0.098
N -31.828 -33.097 10.609 -1.12 -0.71 -1.25 -0.043
N -29.700 -38.155 22.833 0.87 0.86 0.02 -0.087
N -32.086 -34.057 14.651 -4.53 -0.52 -0.23 -0.366
N -29.139 -30.715 12.810 0.26 0.53 -0.17 -0.026
N -26.081 -32.190 8.855 -1.20 -1.11 1.18 -0.041
N -25.792 -30.099 17.523 -1.61 0.08 0.17 -0.052
N -40.467 -33.707 11.848 -1.32 -0.20 0.15 -0.034
C -25.101 -32.583 11.165 -0.02 -1.62 -1.85 -0.205
C -25.794 -28.703 17.045 0.26 1.04 -0.10 -0.218
C -30.526 -29.729 10.969 -2.36 0.38 0.86 -0.156
C -28.248 -38.486 18.801 0.32 0.25 0.62 -0.111
C -35.755 -34.378 10.033 -0.76 -0.36 -0.63 -0.097
C -41.521 -32.874 12.421 1.27 3.43 0.10 -0.216
C -27.599 -26.740 15.265 -1.04 -0.63 0.59 -0.084
C -33.111 -39.767 18.520 -0.54 0.13 -0.16 -0.068
C -30.551 -33.405 9.926 -0.52 -0.78 0.87 -0.180
C -36.245 -35.792 16.220 0.50 0.69 -0.31 -0.223
C -37.907 -39.128 15.967 -0.36 0.56 0.42 -0.233
C -39.099 -33.485 15.729 -0.34 -1.33 1.18 -0.099
C -25.442 -25.560 19.060 -0.50 0.21 -0.56 -0.106
C -29.378 -29.666 13.786 0.69 1.10 0.44 -0.174
C -26.578 -30.961 16.592 2.93 -0.78 0.19 -0.165
C -40.092 -39.973 15.434 0.42 0.16 -0.25 -0.092
C -32.633 -29.598 12.205 -0.32 -0.95 -0.68 -0.066
C -42.113 -31.782 11.488 -1.28 -1.44 0.23 -0.202
C -32.789 -32.769 9.503 -1.29 -0.26 0.48 -0.180
C -30.209 -35.166 19.489 -0.88 -1.34 0.63 -0.089
C -39.416 -33.013 11.097 0.21 -0.26 -0.20 -0.202
C -31.455 -38.976 13.060 0.07 0.30 0.94 -0.219
C -29.721 -36.855 22.167 -1.29 -0.34 -0.76 -0.166
C -29.919 -39.288 21.959 -0.96 0.12 1.06 -0.226
C -27.396 -31.827 6.858 -0.54 0.10 -0.47 -0.212
C -34.231 -32.553 9.942 0.83 -0.08 2.19 -0.175
C -26.508 -32.823 13.068 -0.84 -0.49 0.27 -0.107
C -38.621 -32.022 11.954 -0.03 -1.23 -0.30 -0.198
C -28.760 -35.844 12.176 -1.55 0.73 0.52 -0.040
C -28.951 -30.051 6.506 -0.59 0.29 0.59 -0.127
C -31.620 -38.446 14.502 -0.67 -0.92 -2.74 -0.153
C -25.653 -27.707 18.201 -0.84 -1.03 0.36 -0.225
C -30.952 -38.389 10.882 0.43 0.93 0.03 -0.096
C -36.877 -31.873 13.443 0.87 -0.63 0.30 -0.125
C -25.291 -33.108 9.705 0.73 0.74 -0.09 -0.191
C -26.114 -32.438 16.764 -1.07 0.00 -0.54 -0.191
C -27.105 -34.625 16.920 0.14 0.93 -0.37 -0.087
C -28.156 -28.733 14.057 -0.57 0.21 -0.70 -0.215
C -32.935 -37.115 15.978 -0.15 1.45 -0.34 -0.190
C -37.405 -37.876 16.644 0.39 -0.51 -0.07 -0.215
C -29.216 -30.361 11.391 -0.77 -0.05 -0.08 -0.175
C -37.241 -34.712 16.606 -1.24 0.84 -0.77 -0.195
C -31.006 -36.651 21.222 1.68 1.64 0.81 -0.173
C -26.921 -32.896 7.883 0.90 2.42 -2.40 -0.198
C -28.859 -39.481 20.889 -0.61 0.09 0.01 -0.191
C -44.127 -33.117 11.436 0.67 0.17 -1.90 -0.099
C -33.675 -38.173 16.812 -0.17 0.91 -0.14 -0.225
C -29.499 -33.927 10.888 0.56 0.62 0.05 -0.214
H -27.176 -29.213 13.978 -0.02 -0.52 0.68 0.113
H -27.720 -35.349 17.458 -0.98 0.97 0.33 0.062
H -32.378 -40.473 18.911 0.59 0.14 -0.90 0.088
H -25.672 -34.133 9.690 -0.58 0.02 0.55 0.107
H -36.739 -38.160 17.469 0.65 -0.08 -0.08 0.107
H -36.274 -31.182 12.846 -0.36 0.19 -0.57 0.080
H -38.229 -37.428 17.201 -0.22 0.36 -0.53 0.133
H -40.952 -34.361 11.247 0.44 -0.25 -0.23 0.108
H -24.317 -33.263 9.234 0.25 0.42 0.03 0.111
H -32.530 -31.871 8.937 0.54 0.03 0.06 0.133
H -26.230 -33.494 7.287 -0.26 -0.51 0.10 0.119
H -27.811 -26.364 16.264 0.17 0.36 -0.17 0.089
H -25.723 -32.735 15.787 -0.35 -0.56 -0.18 0.084
H -37.828 -34.957 17.496 0.57 0.00 0.57 0.122
H -38.096 -31.231 11.413 0.11 -0.27 -0.61 0.120
H -35.561 -35.975 17.056 -0.24 -0.05 0.53 0.103
H -32.372 -39.347 12.594 -0.33 0.02 0.27 0.123
H -36.106 -32.463 13.941 -0.36 0.02 0.54 0.070
H -26.129 -34.981 17.258 0.52 0.29 -0.83 0.088
H -39.715 -32.541 10.157 -0.48 0.34 0.10 0.110
H -40.010 -33.803 15.224 0.11 0.51 -0.48 0.091
H -43.715 -34.126 11.429 -0.66 -0.32 0.42 0.083
H -39.500 -40.880 15.566 -0.37 -0.25 0.18 0.081
H -26.109 -30.640 15.661 -0.87 -0.11 -0.56 0.093
H -30.201 -38.205 23.706 -0.19 0.07 -0.19 0.107
H -24.913 -28.588 16.411 -0.10 -0.01 -0.36 0.124
H -30.160 -28.950 13.518 -0.28 -0.10 -0.22 0.095
H -44.955 -33.006 10.737 -0.46 -0.57 0.53 0.093
H -30.353 -39.293 10.780 0.02 0.03 -0.22 0.104
H -32.354 -29.413 13.242 0.58 0.05 -0.14 0.085
H -27.891 -35.191 12.249 0.38 -0.61 -0.17 0.085
H -33.249 -39.098 19.371 -0.66 0.16 -0.12 0.090
H -34.447 -38.770 16.315 -0.04 0.13 -0.64 0.122
H -27.668 -30.961 16.578 -0.02 0.56 0.15 0.128
H -30.759 -29.562 9.916 0.87 -0.24 -0.30 0.122
H -27.942 -26.041 14.501 -0.16 -0.08 -0.09 0.088
H -24.740 -28.009 18.719 0.24 0.63 0.26 0.124
H -24.586 -31.623 11.226 -0.04 0.08 -0.07 0.128
H -34.833 -32.324 9.064 -0.26 -0.05 0.23 0.133
H -24.495 -33.374 11.615 0.14 0.19 0.49 0.120
H -28.694 -36.888 11.878 0.87 0.19 0.03 0.088
H -25.878 -32.266 13.764 0.35 0.26 -0.45 0.075
H -27.412 -39.148 18.565 -0.23 -0.52 0.04 0.086
H -30.277 -32.459 9.457 0.73 -0.36 -0.40 0.116
H -27.374 -34.647 15.863 0.74 -1.16 -0.26 0.078
H -28.109 -28.037 13.211 -0.15 0.27 -0.15 0.108
H -29.520 -33.304 11.787 0.43 0.19 0.00 0.107
H -28.588 -38.049 17.863 -0.61 -0.29 0.10 0.076
H -37.835 -39.906 16.731 -0.55 -0.42 -0.21 0.120
H -42.616 -30.983 12.041 0.53 0.18 0.49 0.122
H -33.979 -40.358 18.220 -0.39 0.08 0.63 0.089
H -38.682 -32.535 15.393 -0.12 0.06 0.05 0.070
H -36.817 -33.705 16.645 0.82 -0.27 0.88 0.118
H -34.250 -37.536 17.490 0.21 -0.42 0.87 0.110
H -30.550 -37.544 10.324 0.26 -0.29 -0.25 0.084
H -29.197 -35.545 19.646 0.26 0.42 -0.04 0.070
H -37.491 -31.283 14.125 0.12 -0.04 0.22 0.087
H -27.858 -33.425 8.075 0.27 -0.43 1.08 0.108
H -30.773 -39.829 13.109 0.20 0.00 -0.17 0.134
H -27.983 -38.915 21.208 0.17 -0.07 -0.16 0.121
H -28.793 -36.768 21.600 -0.11 0.04 -0.37 0.094
H -30.951 -39.240 21.600 0.08 -0.35 -0.81 0.106
H -30.575 -28.738 11.423 0.01 0.07 0.04 0.106
H -35.545 -35.438 15.459 -0.29 0.55 -0.18 0.093
H -27.539 -32.604 13.345 0.04 0.16 -0.03 0.061
H -26.289 -30.177 18.404 0.21 0.38 0.36 0.106
H -24.387 -25.742 19.267 -0.05 0.33 0.55 0.091
H -28.533 -33.895 10.378 0.20 0.44 0.21 0.120
H -44.402 -32.794 12.441 0.22 0.34 -0.02 0.091
H -35.701 -34.232 8.953 0.09 -0.05 -0.07 0.095
H -32.920 -33.584 8.788 0.78 -0.25 -0.02 0.125
H -30.627 -38.063 14.731 -0.32 0.32 0.67 0.133
H -26.694 -28.412 16.499 0.16 -0.56 0.05 0.073
H -31.891 -39.338 15.066 0.20 0.27 0.61 0.126
H -26.503 -27.971 18.838 0.03 0.10 0.54 0.122
H -29.847 -29.659 6.993 -0.27 -0.15 -0.24 0.079
H -26.708 -30.996 6.695 0.75 -0.58 -0.11 0.121
H -26.370 -33.893 13.246 0.37 -0.13 0.11 0.081
H -30.694 -35.865 18.801 0.27 0.32 -0.84 0.077
H -41.379 -31.357 10.805 -0.06 0.00 0.04 0.109
H -29.911 -40.161 22.613 0.14 -0.09 -0.04 0.117
H -29.309 -35.818 13.120 0.70 -0.20 0.44 0.070
H -29.192 -30.335 5.480 0.26 0.40 -0.23 0.093
H -30.265 -34.130 19.165 0.15 -0.16 -0.04 0.084
H -41.038 -32.212 13.147 0.14 -0.39 0.54 0.092
H -29.723 -31.480 13.119 0.01 -0.18 -0.77 0.047
H -38.787 -33.833 10.747 0.40 0.16 0.22 0.097
H -29.003 -31.210 10.741 0.27 -0.18 0.32 0.088
H -32.810 -28.680 11.645 0.01 0.15 0.19 0.095
H -39.342 -31.453 12.546 0.22 -0.19 0.69 0.109
H -40.577 -40.023 14.458 0.09 0.10 -0.08 0.082
H -39.373 -33.507 16.789 -0.18 0.95 0.19 0.089
H -29.754 -30.117 14.704 0.40 -0.14 0.13 0.121
H -34.346 -31.846 10.764 0.25 0.95 -0.72 0.116
H -31.968 -38.564 10.519 -0.16 -0.22 0.17 0.089
H -33.395 -36.129 15.880 -0.92 -0.27 0.82 0.085
H -31.896 -36.615 21.850 -0.07 -0.60 -0.03 0.121
H -33.578 -37.805 14.281 0.14 -0.55 -0.43 0.089
H -25.671 -24.518 18.839 0.49 0.05 -0.23 0.088
H -25.250 -32.590 17.414 -0.28 0.29 0.57 0.119
H -26.763 -31.737 9.456 0.27 0.36 0.36 0.089
H -26.123 -25.780 19.885 0.30 -0.49 0.27 0.088
H -31.697 -32.180 11.038 -0.14 -0.02 0.87 0.068
H -37.239 -39.384 15.140 0.07 -0.20 -0.13 0.118
H -29.690 -36.020 22.866 -0.16 -0.21 0.23 0.118
H -26.518 -26.857 15.180 -0.04 -0.36 -0.15 0.084
H -40.878 -39.856 16.180 0.12 -0.22 0.19 0.087
H -32.023 -36.827 16.501 0.29 -0.53 -0.14 0.122
H -27.632 -32.361 5.932 0.29 0.10 -0.35 0.118
H -27.783 -37.667 19.356 -0.10 0.18 0.18 0.071
H -36.741 -34.034 10.350 0.22 0.36 0.31 0.070
H -30.765 -34.198 9.208 0.20 0.23 -0.38 0.127
H -28.248 -29.225 6.636 0.47 -0.16 -0.61 0.093
H -28.663 -40.552 20.964 0.48 -0.05 -0.83 0.117
H -36.130 -37.348 15.034 -0.36 -0.95 0.21 0.091
H -35.773 -35.458 10.187 0.44 -0.03 0.32 0.085
H -31.019 -37.409 20.438 -0.25 0.00 -0.06 0.087
H -33.568 -30.156 12.264 -0.09 0.07 -0.09 0.065
H -28.532 -29.560 11.104 0.65 -0.28 0.34 0.128
H -42.341 -33.307 12.987 0.41 -0.90 -0.24 0.103
```
Forces are in eV/Å.

The total charge is +1. The LUMO energy comes out at -5.0 eV. As for the energy relative to the best compared isomer or geometry (same formula, charge and spin): 2.120 eV. Its orbital gap is 4.46 eV.